# 1
{
  "formula": "C20H21N3ORuS2SbSe4",
  "method": "wB97M-V/def2-TZVPD",
  "total_energy_ha": -11751.451320,
  "orbital_gap_ev": [7.3, 6.1],
  "relative_energy_kj_mol": 0.0,
  "homo_ev": [-7.6, -7.6],
  "total_charge": 0,
  "multiplicity": 6,
  "species": ["Ru", "C", "C", "C", "C", "C", "C", "N", "Sb", "C", "C", "C", "C", "C", "C", "N", "C", "C", "C", "C", "C", "C", "N", "H", "H", "H", "H", "H", "H", "H", "H", "H", "H", "H", "H", "H", "H", "H", "H", "H", "H", "Se", "Se", "Se", "Se", "C", "O", "C", "S", "S", "H", "H", "H"],
  "xyz": [[-0.4047, 0.9125, 1.2644], [-3.5288, 1.2379, 1.0027], [-3.0514, 0.7402, -0.3213], [-3.9555, 0.5021, -1.3509], [-3.5025, 0.0730, -2.5806], [-2.1398, -0.1019, -2.7551], [-1.2743, 0.1228, -1.6916], [-1.7312, 0.5294, -0.4966], [0.7628, -0.3797, -2.1748], [0.6719, -2.2459, -1.1038], [-0.4411, -3.0759, -1.1400], [-0.3911, -4.2672, -0.4324], [0.7543, -4.5759, 0.2770], [1.8354, -3.6974, 0.2432], [3.1062, -3.9946, 0.9828], [1.7882, -2.5576, -0.4474], [2.0777, 0.5216, -0.7369], [3.3386, 0.7341, -1.2739], [4.3704, 1.1421, -0.4483], [4.1079, 1.3033, 0.8953], [2.8220, 1.0895, 1.3784], [2.5347, 1.2546, 2.8354], [1.8198, 0.7235, 0.5622], [-4.6098, 1.3650, 0.9932], [-3.0602, 2.1975, 1.2326], [-3.2617, 0.5396, 1.7993], [-5.0081, 0.6671, -1.1677], [-4.1937, -0.1111, -3.3932], [-1.7416, -0.4101, -3.7139], [-1.3315, -2.7893, -1.6863], [-1.2416, -4.9372, -0.4216], [0.8164, -5.4839, 0.8629], [3.7391, -4.6619, 0.3936], [2.9030, -4.4824, 1.9360], [3.6557, -3.0722, 1.1579], [3.5083, 0.5758, -2.3311], [5.3622, 1.3162, -0.8449], [4.8853, 1.5977, 1.5866], [3.4633, 1.2995, 3.4023], [1.9309, 0.4229, 3.2009], [1.9721, 2.1711, 3.0153], [-0.7259, -1.2969, 1.9340], [-2.5041, -1.0814, 5.1670], [-0.6167, 0.1111, 5.1324], [-0.8986, 1.7697, 3.4927], [-2.4391, 3.7091, -2.4639], [-1.9565, 3.5720, -1.1230], [-0.6579, 3.3472, -0.9283], [0.4273, 3.1712, -2.1522], [-0.2865, 3.2698, 0.7841], [-3.5086, 3.8722, -2.3636], [-2.2325, 2.8060, -3.0361], [-1.9584, 4.5551, -2.9528]],
  "forces_ev_per_angstrom": [[0.14, -0.28, -0.05], [0.00, -0.02, 0.00], [-0.01, -0.01, -0.02], [0.00, 0.01, 0.00], [0.02, 0.01, 0.01], [-0.01, 0.00, 0.01], [-0.05, 0.01, -0.02], [-0.06, 0.03, 0.07], [0.05, 0.02, -0.02], [-0.05, -0.08, 0.00], [0.03, 0.05, 0.01], [0.01, -0.01, 0.01], [-0.01, -0.01, 0.02], [-0.07, 0.04, 0.02], [0.02, -0.02, -0.01], [0.08, 0.01, 0.00], [0.02, 0.01, 0.00], [-0.01, 0.00, -0.02], [0.00, 0.00, 0.02], [0.00, 0.00, -0.01], [-0.01, -0.01, 0.03], [0.02, 0.00, 0.00], [-0.11, -0.05, 0.03], [0.00, 0.01, 0.01], [0.00, 0.01, -0.01], [0.00, 0.01, -0.01], [0.00, 0.00, 0.00], [0.00, 0.00, 0.00], [0.00, 0.00, 0.00], [0.00, 0.00, 0.01], [0.00, 0.00, 0.01], [0.00, -0.01, -0.01], [0.01, 0.00, 0.01], [0.00, 0.00, 0.00], [-0.01, 0.00, 0.00], [0.00, 0.01, 0.00], [0.00, 0.00, 0.00], [0.00, 0.00, 0.00], [0.00, -0.01, 0.00], [0.00, 0.00, 0.00], [0.00, 0.01, 0.00], [0.10, 0.23, -0.06], [-0.01, 0.02, 0.01], [-0.01, -0.04, -0.07], [-0.04, 0.05, 0.05], [0.01, 0.00, 0.01], [0.02, 0.06, -0.01], [-0.08, -0.16, 0.08], [0.04, 0.05, -0.02], [-0.01, 0.10, -0.04], [0.00, 0.01, 0.00], [0.00, 0.00, 0.00], [0.00, 0.00, 0.00]],
  "mulliken_charge": [0.748, -1.313, 0.634, -0.880, -0.708, -0.775, -0.710, 1.315, 0.960, 0.077, -0.434, -0.556, -0.435, 0.574, -1.386, -0.184, -0.179, -0.888, -0.622, -0.683, 0.511, -1.126, 0.879, 0.463, 0.205, 0.216, 0.436, 0.421, 0.481, 0.410, 0.424, 0.392, 0.287, 0.395, 0.290, 0.466, 0.421, 0.430, 0.435, 0.053, 0.204, -0.383, -0.199, -0.093, -0.200, -0.781, -0.225, 0.278, -0.196, -0.397, 0.247, 0.321, 0.380]
}

# 2
{
  "formula": "C13H27BBr8ClO2",
  "method": "wB97M-V/def2-TZVPD",
  "total_energy_ha": -21739.285861,
  "orbital_gap_ev": 6.3,
  "relative_energy_kj_mol": 0.0,
  "homo_ev": -4.1,
  "total_charge": -1,
  "species": ["C", "C", "C", "Cl", "B", "O", "C", "C", "O", "H", "H", "H", "H", "H", "H", "H", "H", "H", "H", "H", "Br", "C", "C", "Br", "H", "H", "H", "H", "Br", "C", "C", "Br", "H", "H", "H", "H", "Br", "C", "C", "Br", "H", "H", "H", "H", "Br", "C", "C", "Br", "H", "H", "H", "H"],
  "xyz": [[-1.9601, -0.8820, -1.5746], [-1.2434, -0.3231, -0.3365], [-0.9278, 1.1812, -0.2510], [-1.0064, 2.0127, -1.8559], [0.5351, 1.5107, 0.4758], [1.6833, 1.2975, -0.4494], [2.4333, 0.1985, -0.0042], [2.0402, 0.0193, 1.4607], [0.7491, 0.5315, 1.5723], [-2.5439, -1.7662, -1.2945], [-1.2534, -1.2015, -2.3429], [-2.6420, -0.1607, -2.0236], [-0.3161, -0.8802, -0.1818], [-1.8620, -0.5510, 0.5381], [-1.7080, 1.6637, 0.3390], [0.5001, 2.6835, 0.9016], [2.1968, -0.6984, -0.6009], [3.5028, 0.4083, -0.1316], [2.0722, -1.0312, 1.7750], [2.7442, 0.5844, 2.1021], [-4.4580, 1.9113, -3.6488], [-6.1020, 0.8877, -3.4948], [-5.8404, -0.4624, -2.8730], [-4.8475, -1.6169, -4.0744], [-6.5101, 0.8047, -4.4976], [-6.7782, 1.4679, -2.8692], [-6.7718, -0.9724, -2.6390], [-5.2311, -0.3778, -1.9765], [-4.1451, 2.4592, 1.7904], [-4.1234, 3.3427, 0.0579], [-5.0583, 4.5181, 0.0147], [-6.9277, 3.9713, -0.0814], [-4.3829, 2.5912, -0.6792], [-3.0976, 3.6650, -0.1046], [-4.8781, 5.1061, -0.8818], [-4.9702, 5.1465, 0.8948], [1.4722, -4.2505, 1.3688], [2.4284, -4.6105, 3.0185], [2.9474, -3.3502, 3.6595], [4.4563, -2.6164, 2.6857], [3.2320, -5.2966, 2.7696], [1.7184, -5.1010, 3.6809], [3.3037, -3.5540, 4.6667], [2.1967, -2.5648, 3.6850], [5.7581, -1.7638, -0.8891], [6.8999, -1.1409, 0.5461], [7.9093, -0.1279, 0.0770], [9.3601, -0.9424, -0.9350], [7.3706, -2.0164, 0.9831], [6.2328, -0.6801, 1.2730], [8.3813, 0.3592, 0.9269], [7.4612, 0.6174, -0.5720]],
  "forces_ev_per_angstrom": [[-0.03, -0.10, 0.21], [-0.06, -0.13, -0.11], [0.18, -0.28, 0.57], [-0.05, 0.20, -0.25], [-0.10, 0.29, -0.19], [0.02, -0.06, 0.13], [-0.19, 0.22, -0.29], [0.17, 0.13, 0.19], [-0.13, -0.18, 0.09], [0.04, 0.00, -0.05], [-0.04, 0.18, -0.06], [-0.02, 0.05, -0.03], [-0.01, 0.00, -0.05], [0.11, 0.05, 0.04], [-0.09, 0.04, -0.15], [0.07, -0.07, -0.11], [0.04, -0.07, 0.08], [0.05, -0.10, 0.05], [-0.03, -0.01, -0.01], [-0.02, -0.06, 0.01], [-0.07, 0.04, 0.05], [0.07, 0.02, 0.00], [0.13, 0.08, 0.02], [-0.06, -0.10, -0.04], [-0.04, -0.04, 0.02], [0.05, 0.01, 0.04], [-0.02, 0.00, -0.05], [-0.04, 0.01, 0.02], [-0.09, 0.02, -0.02], [0.03, -0.09, 0.12], [0.02, 0.02, -0.05], [-0.02, 0.00, 0.00], [0.09, -0.02, -0.06], [0.05, -0.03, -0.02], [-0.01, -0.02, -0.02], [0.00, 0.01, 0.00], [0.03, -0.01, 0.01], [-0.05, 0.00, -0.08], [-0.01, 0.11, -0.01], [0.07, -0.07, 0.02], [0.01, -0.02, 0.04], [-0.01, 0.02, 0.01], [0.01, -0.02, -0.01], [-0.02, -0.01, 0.01], [0.07, -0.06, -0.05], [-0.12, 0.01, -0.01], [0.05, 0.01, -0.01], [-0.02, 0.01, -0.01], [0.01, 0.01, 0.03], [0.00, 0.03, -0.01], [0.00, -0.01, 0.01], [-0.01, 0.01, 0.01]],
  "mulliken_charge": [-0.938, -0.047, 0.514, -0.272, 0.643, -0.667, -0.063, 0.205, -0.628, 0.363, 0.366, 0.003, -0.050, 0.284, -0.535, -0.321, 0.205, 0.066, -0.434, 0.364, -0.131, -0.564, -0.578, -0.134, 0.398, 0.308, 0.384, 0.291, -0.143, -0.205, -0.599, -0.200, -0.022, 0.347, 0.388, 0.433, -0.114, -0.581, -0.623, -0.101, 0.359, 0.354, 0.364, 0.371, -0.095, -0.649, -0.608, -0.168, 0.455, 0.238, 0.377, 0.388]
}

# 3
{
  "formula": "C14H16N2O2",
  "method": "wB97M-V/def2-TZVPD",
  "smiles": "O=C(O)c1ccc2c(c1)ncn2C1CCCCC1",
  "total_energy_ha": -803.128335,
  "orbital_gap_ev": 9.4,
  "relative_energy_kj_mol": 0.0,
  "homo_ev": -8.7,
  "total_charge": 0,
  "species": ["O", "C", "O", "C", "C", "C", "C", "C", "C", "N", "C", "N", "C", "C", "C", "C", "C", "C", "H", "H", "H", "H", "H", "H", "H", "H", "H", "H", "H", "H", "H", "H", "H", "H"],
  "xyz": [[-4.1799, 3.3884, -3.1467], [-3.6169, 3.4295, -2.0800], [-3.8571, 4.4210, -1.1997], [-2.6281, 2.4430, -1.6071], [-2.0241, 2.5812, -0.3454], [-1.1000, 1.6706, 0.1128], [-0.7834, 0.6049, -0.7201], [-1.3880, 0.4547, -1.9963], [-2.3168, 1.3796, -2.4449], [-0.8973, -0.6774, -2.5958], [-0.0575, -1.1765, -1.7464], [0.0699, -0.4580, -0.5918], [0.9082, -0.7769, 0.5398], [2.3612, -0.9992, 0.1164], [3.2569, -1.0762, 1.3583], [2.5340, -1.7479, 2.5342], [1.4996, -2.7466, 2.0261], [0.3760, -2.0175, 1.2812], [-4.5130, 5.0279, -1.5758], [-2.2997, 3.4237, 0.2684], [-0.6446, 1.7879, 1.0851], [-2.7892, 1.2877, -3.4092], [0.4996, -2.0759, -1.9245], [0.8763, 0.0922, 1.2046], [2.4315, -1.9255, -0.4550], [2.6872, -0.1845, -0.5329], [4.1583, -1.6364, 1.1064], [3.5683, -0.0724, 1.6517], [2.0279, -0.9973, 3.1444], [3.2595, -2.2519, 3.1737], [1.9913, -3.4613, 1.3643], [1.0776, -3.3097, 2.8594], [-0.0882, -2.6947, 0.5615], [-0.3996, -1.7065, 1.9837]],
  "forces_ev_per_angstrom": [[0.05, -0.05, 0.02], [-0.39, 0.17, -0.48], [0.07, 0.23, 0.43], [0.16, -0.19, 0.05], [-0.03, 0.01, -0.05], [0.11, 0.00, 0.20], [-0.45, 0.21, -0.54], [0.27, 0.21, 0.76], [-0.04, 0.17, 0.16], [-0.09, -0.32, -0.57], [-0.03, -0.02, -0.12], [-0.18, 0.24, -0.12], [0.28, -0.28, 0.12], [-0.02, 0.28, 0.13], [-0.05, -0.03, 0.00], [0.08, -0.20, -0.03], [-0.06, 0.11, 0.20], [0.12, 0.01, 0.08], [0.10, -0.26, -0.16], [0.00, 0.04, 0.06], [0.02, 0.03, 0.09], [-0.06, -0.01, -0.11], [0.18, -0.20, 0.06], [0.00, -0.07, -0.09], [-0.02, -0.04, -0.08], [-0.04, -0.06, -0.06], [0.05, 0.04, 0.03], [0.07, 0.01, -0.04], [0.00, 0.03, 0.09], [-0.02, 0.07, 0.08], [0.00, -0.09, -0.01], [0.03, -0.09, -0.05], [-0.05, 0.06, -0.01], [-0.06, -0.02, -0.03]],
  "mulliken_charge": [-0.601, 0.584, -0.459, 0.357, -1.137, -0.891, 1.092, 0.676, -0.953, -0.748, -0.042, 0.214, 0.093, -0.902, -0.729, -0.638, -0.718, -0.832, 0.347, 0.430, 0.365, 0.493, 0.410, 0.137, 0.351, 0.356, 0.395, 0.293, 0.311, 0.388, 0.326, 0.418, 0.315, 0.298]
}

# 4
{
  "formula": "C15H17BrN2O",
  "method": "wB97M-V/def2-TZVPD",
  "smiles": "Cc1ccc2ccccc2c1CNC(=O)NCCBr",
  "total_energy_ha": -3340.584467,
  "orbital_gap_ev": 8.4,
  "relative_energy_kj_mol": 0.0,
  "homo_ev": -8.1,
  "total_charge": 0,
  "species": ["C", "C", "C", "C", "C", "C", "C", "C", "C", "C", "C", "C", "N", "C", "O", "N", "C", "C", "Br", "H", "H", "H", "H", "H", "H", "H", "H", "H", "H", "H", "H", "H", "H", "H", "H", "H"],
  "xyz": [[2.8074, -0.6788, -0.3066], [1.5765, -1.2485, -0.9965], [1.7923, -2.1052, -2.0829], [0.7415, -2.6737, -2.7751], [-0.5715, -2.3939, -2.3608], [-1.6049, -3.0024, -3.0988], [-2.9241, -2.7459, -2.6994], [-3.2210, -1.8898, -1.6367], [-2.1713, -1.3110, -0.9133], [-0.8257, -1.5450, -1.2513], [0.2572, -0.9097, -0.5754], [0.0379, 0.0031, 0.6106], [-0.4285, 1.2780, 0.0442], [-0.3886, 2.4420, 0.7320], [-0.5350, 3.5020, 0.1498], [-0.1145, 2.4329, 2.0932], [0.3729, 3.6403, 2.7825], [0.6177, 3.3702, 4.2406], [1.7955, 1.7889, 4.5106], [3.7195, -1.0033, -0.8155], [2.8502, -1.0131, 0.7662], [2.7306, 0.4141, -0.3906], [2.7809, -2.3374, -2.4139], [0.9423, -3.2908, -3.6295], [-1.3805, -3.6340, -3.9189], [-3.7718, -3.1604, -3.2500], [-4.2380, -1.7136, -1.2966], [-2.4187, -0.7089, -0.0922], [0.9491, 0.1371, 1.2207], [-0.7058, -0.4578, 1.2815], [-0.5005, 1.3893, -0.9567], [0.1820, 1.5198, 2.4798], [-0.3856, 4.4312, 2.7065], [1.3375, 4.0017, 2.3565], [-0.3258, 3.1960, 4.7595], [1.0206, 4.2765, 4.7266]],
  "forces_ev_per_angstrom": [[-0.60, -0.09, 0.39], [-0.99, 0.74, 1.03], [-1.22, -0.60, -0.75], [1.04, 1.04, 1.11], [0.29, -0.60, -0.71], [-2.31, 1.23, 1.81], [0.39, -0.50, -1.27], [1.46, 0.46, 1.22], [-1.11, -1.17, -1.35], [-0.06, 0.41, -0.17], [2.34, -1.54, -0.34], [-0.35, -0.10, -0.78], [0.11, -0.96, 1.21], [0.60, 1.59, 0.32], [-0.26, 0.57, -0.19], [0.13, -1.36, 0.17], [0.51, -0.45, -0.81], [-0.49, 0.33, 0.58], [-0.38, 0.81, 0.11], [-0.17, 0.05, 0.14], [0.07, 0.52, -0.95], [0.34, -0.19, 0.42], [0.62, 0.03, 0.03], [-0.11, -0.27, -0.23], [0.16, -0.48, -0.62], [0.38, -0.09, 0.06], [0.11, -0.04, -0.28], [-0.20, 0.89, 1.01], [-0.21, -0.04, -0.52], [-0.01, 0.29, -0.17], [0.02, -0.08, 0.19], [-0.21, 1.19, -0.17], [0.28, -0.15, -0.10], [-0.74, -0.15, -0.11], [0.16, -0.55, -0.01], [0.39, -0.71, -0.29]],
  "mulliken_charge": [-1.795, 1.423, -0.771, -1.251, 1.351, -0.882, -0.375, -0.833, -0.644, 0.162, 0.213, -0.810, -0.005, 0.364, -0.694, -0.110, -0.480, -0.637, -0.206, 0.355, 0.333, 0.351, 0.341, 0.397, 0.437, 0.345, 0.386, 0.357, 0.474, 0.326, 0.268, 0.277, 0.271, 0.270, 0.368, 0.423]
}

# 5
{
  "formula": "C2H7NO",
  "method": "wB97M-V/def2-TZVPD",
  "total_energy_ha": -210.329543,
  "orbital_gap_ev": [2.2, 5.7],
  "relative_energy_kj_mol": 6.6,
  "homo_ev": [0.5, -3.0],
  "total_charge": -1,
  "multiplicity": 2,
  "species": ["C", "H", "H", "H", "H", "C", "N", "O", "H", "H", "H"],
  "xyz": [[4.4157, 1.4914, 3.9431], [4.0612, 2.4715, 4.2294], [3.6084, 0.7720, 4.0810], [4.7159, 1.4496, 2.8919], [5.2314, 1.1695, 4.5813], [-3.3887, -1.1201, -2.6558], [-4.1742, -1.0282, -3.9122], [-3.9013, -0.7953, -1.5425], [-2.6837, -1.9808, -2.6867], [-4.2135, -1.9623, -4.3455], [-3.6713, -0.4675, -4.5842]],
  "forces_ev_per_angstrom": [[-0.19, -0.64, -0.20], [0.05, 0.23, -0.04], [-0.07, 0.07, -0.02], [0.01, 0.20, 0.24], [0.21, 0.14, 0.03], [0.64, 0.00, -0.19], [-0.16, -0.37, -0.13], [-0.31, 0.03, 0.15], [-0.12, 0.03, 0.03], [-0.09, 0.21, 0.12], [0.04, 0.11, 0.02]],
  "mulliken_charge": [-0.894, 0.219, 0.233, 0.220, 0.222, -0.501, -0.610, -0.439, 0.016, 0.210, 0.323]
}

# 6
{
  "formula": "C4H12N2",
  "method": "wB97M-V/def2-TZVPD",
  "smiles": "CNCCCN",
  "total_energy_ha": -269.074668,
  "orbital_gap_ev": 9.6,
  "relative_energy_kj_mol": 109.4,
  "homo_ev": -8.6,
  "total_charge": 0,
  "species": ["C", "N", "C", "C", "C", "N", "H", "H", "H", "H", "H", "H", "H", "H", "H", "H", "H", "H"],
  "xyz": [[1.1691, -1.4194, -1.2093], [1.5251, -1.1791, 0.1656], [0.8815, -0.0855, 0.9175], [0.1246, 1.0726, 0.2339], [-1.2081, 0.6653, -0.3946], [-2.3479, 1.0054, 0.4718], [1.7314, -2.2516, -1.6335], [0.1524, -1.8308, -1.2446], [1.1753, -0.5707, -1.8996], [2.5052, -1.0456, 0.3089], [1.6891, 0.3789, 1.4759], [0.1162, -0.4860, 1.6017], [0.7522, 1.5200, -0.5491], [-0.0052, 1.8060, 1.0233], [-1.1187, -0.3793, -0.7098], [-1.3407, 1.1424, -1.3734], [-3.1913, 1.0281, -0.0982], [-2.5151, 0.2174, 1.0851]],
  "forces_ev_per_angstrom": [[-0.92, -0.74, -0.18], [-0.20, 0.61, 0.29], [-0.74, 0.09, -0.06], [0.89, -0.53, -0.89], [0.21, 0.26, -0.53], [-0.23, -0.61, -0.48], [0.50, 0.26, 0.10], [-0.02, 0.20, 0.06], [0.25, 0.17, 0.04], [0.48, -0.22, -0.44], [-0.12, -0.06, 0.49], [0.45, -0.23, 0.19], [0.02, 0.06, 0.21], [-0.30, 0.27, -0.09], [-0.42, -0.18, 0.50], [-0.02, 0.44, 0.34], [0.12, 0.16, 0.06], [0.05, 0.04, 0.36]],
  "mulliken_charge": [-0.896, -0.263, -0.668, -0.707, -0.292, -0.685, 0.359, 0.296, 0.283, 0.268, 0.338, 0.234, 0.315, 0.392, 0.160, 0.375, 0.250, 0.242]
}